# 1
{"formula": "C3H10N", "method": "wB97M-V/def2-TZVPD", "symbols": ["C", "H", "H", "H", "H", "C", "C", "N", "H", "H", "H", "H", "H", "H"], "positions_angstrom": [[-0.8874, -3.2106, 2.7994], [-1.8422, -2.9383, 2.4795], [-0.9144, -3.2596, 3.8178], [-0.1412, -2.5524, 2.3736], [-0.5630, -4.1254, 2.3551], [0.2781, 0.9950, -0.7781], [0.3201, 2.7609, -2.5400], [1.0046, 2.0387, -1.6563], [0.0429, 1.2576, 0.3207], [0.9070, 0.1380, -0.7400], [-0.6140, 0.4213, -1.1716], [-0.6518, 3.3088, -2.0586], [0.9275, 2.9983, -3.5283], [2.1337, 2.1676, -1.6732]], "forces_ev_per_a": [[1.358, 0.005, -2.354], [-1.526, 0.355, -0.834], [0.445, -0.062, 2.727], [0.060, 0.796, 0.468], [-0.335, -1.088, -0.014], [-0.599, -0.032, 1.878], [1.569, 0.910, 1.758], [-0.007, 0.438, -1.143], [0.625, 0.285, -1.935], [1.353, -0.307, 0.184], [0.528, 1.941, -0.526], [1.598, -2.121, -2.186], [-1.642, 0.334, 2.218], [-3.428, -1.455, -0.241]], "lumo_ev": -6.39, "charge": 1, "orbital_gap_ha": 0.3169, "e_homo_ev": -15.014, "energy_ev": -4753.0663}



# 2
{"formula": "C5H11NO", "method": "wB97M-V/def2-TZVPD", "symbols": ["C", "C", "C", "C", "N", "C", "H", "H", "H", "H", "H", "H", "H", "H", "H", "O", "H", "H"], "positions_angstrom": [[1.6792, -0.1919, 2.3864], [1.9023, -0.5648, 1.1238], [0.9581, -1.1317, 0.1315], [1.5521, -1.9294, -0.8280], [-0.3780, -1.1695, 0.4740], [-1.3528, -1.0958, -0.6175], [0.7439, 0.0170, 2.8988], [2.5169, 0.3810, 2.7811], [2.8744, -0.3573, 0.6755], [1.2009, -2.9260, -1.0490], [2.4643, -1.4367, -1.1356], [-0.6248, -0.6669, 1.3074], [-2.2926, -0.6339, -0.2960], [-1.0451, -0.4323, -1.4248], [-1.5283, -2.1162, -1.0018], [-2.5289, 4.7261, -1.6009], [-3.2137, 5.4187, -1.6051], [-2.9278, 4.1094, -2.2198]], "forces_ev_per_a": [[0.698, 1.497, -0.588], [-0.743, 1.202, -0.979], [0.439, -1.807, 0.822], [-0.609, 1.818, 1.405], [-0.096, 0.121, -0.559], [-0.317, -0.492, 0.162], [-0.092, -0.793, -0.183], [-0.077, -0.473, 0.541], [0.019, -0.383, 0.369], [-0.270, 0.388, -0.965], [0.573, -1.186, -0.183], [0.043, 0.162, -0.018], [0.088, -0.494, 0.382], [0.539, -0.189, -0.159], [-0.192, 0.633, -0.048], [-0.809, 0.498, -0.181], [0.556, -0.092, 0.285], [0.252, -0.409, -0.104]], "lumo_ev": 0.76, "orbital_gap_ha": 0.3092, "e_homo_ev": -7.652, "energy_ev": -8898.3952}